1.
{"formula": "C27H28Cl3ErN8OSSe", "method": "the ωB97M-V functional and the def2-TZVPD basis", "elements": ["Er", "C", "C", "N", "C", "C", "C", "C", "C", "C", "C", "N", "C", "C", "N", "N", "H", "H", "H", "H", "H", "H", "H", "H", "H", "H", "H", "H", "H", "H", "H", "H", "H", "H", "Cl", "C", "C", "C", "Cl", "C", "O", "C", "Cl", "C", "H", "H", "Se", "N", "C", "C", "C", "C", "C", "C", "N", "H", "H", "H", "H", "S", "C", "N", "C", "C", "C", "N", "H", "H", "H", "H"], "xyz": [[0.195, -0.261, 0.041], [3.246, 0.627, 1.309], [3.088, -0.741, 1.976], [1.658, -1.071, 2.106], [1.459, -2.506, 2.311], [1.617, -3.239, 0.998], [2.037, -4.562, 0.956], [2.236, -5.165, -0.279], [2.074, -4.404, -1.421], [1.666, -3.079, -1.297], [1.559, -2.232, -2.542], [1.442, -0.787, -2.284], [2.723, -0.056, -2.373], [3.445, -0.023, -1.029], [2.600, 0.628, -0.015], [1.385, -2.522, -0.116], [4.315, 0.872, 1.236], [2.766, 1.386, 1.934], [3.587, -0.728, 2.952], [3.566, -1.510, 1.366], [1.319, -0.577, 2.933], [0.451, -2.670, 2.708], [2.161, -2.918, 3.049], [2.228, -5.109, 1.867], [2.553, -6.194, -0.345], [2.280, -4.819, -2.395], [0.681, -2.570, -3.105], [2.443, -2.444, -3.159], [0.863, -0.406, -3.032], [2.504, 0.970, -2.685], [3.383, -0.507, -3.125], [4.400, 0.506, -1.148], [3.650, -1.047, -0.711], [2.496, 1.606, -0.305], [-1.161, 2.431, -6.481], [-0.911, 2.192, -4.798], [-1.375, 1.032, -4.190], [-1.116, 0.847, -2.846], [-1.628, -0.603, -2.008], [-0.396, 1.762, -2.052], [-0.119, 1.524, -0.806], [0.025, 2.934, -2.720], [0.907, 4.083, -1.784], [-0.226, 3.150, -4.058], [-1.922, 0.301, -4.760], [0.114, 4.055, -4.532], [-1.770, -3.405, 1.291], [-1.701, -1.653, 0.920], [-2.888, -1.120, 1.271], [-3.282, 0.215, 1.061], [-4.518, 0.605, 1.501], [-5.400, -0.296, 2.142], [-5.069, -1.608, 2.326], [-3.809, -2.054, 1.872], [-3.353, -3.297, 1.951], [-2.615, 0.904, 0.550], [-4.840, 1.625, 1.354], [-6.361, 0.066, 2.472], [-5.741, -2.308, 2.794], [-0.199, 1.370, 2.402], [-1.049, 2.777, 2.093], [-1.030, 3.758, 3.051], [-1.731, 4.895, 2.911], [-2.469, 5.086, 1.772], [-2.443, 4.052, 0.815], [-1.767, 2.944, 0.980], [-0.476, 3.575, 3.883], [-1.688, 5.611, 3.719], [-3.049, 5.980, 1.626], [-3.018, 4.119, -0.100]], "orbital_gap_ev": [7.0, 7.0], "total_charge": 2, "multiplicity": 4}

=====

2.
{"formula": "C5H6O2", "method": "the ωB97M-V functional and the def2-TZVPD basis", "elements": ["O", "C", "C", "O", "C", "C", "C", "H", "H", "H", "H", "H", "H"], "xyz": [[-2.110, -0.293, 0.864], [-0.655, 0.073, 0.741], [0.248, -0.943, -0.068], [-0.484, -0.497, -1.238], [-0.355, 0.809, -0.614], [1.171, 0.996, -0.635], [1.588, -0.213, -0.255], [-2.139, -1.167, 1.283], [-0.816, 0.369, 1.768], [0.237, -2.018, 0.107], [-1.011, 1.583, -1.004], [1.735, 1.895, -0.868], [2.590, -0.594, -0.082]], "orbital_gap_ev": 10.6}

=====

3.
{"formula": "C4H13NO", "method": "the ωB97M-V functional and the def2-TZVPD basis", "elements": ["C", "C", "O", "C", "C", "H", "H", "H", "H", "H", "H", "H", "H", "H", "H", "N", "H", "H", "H"], "xyz": [[-1.101, -1.186, 1.750], [0.389, -0.958, 1.945], [0.831, 0.347, 1.735], [0.704, 0.891, 0.439], [2.035, 0.749, -0.286], [-1.617, -1.143, 2.710], [-1.621, -0.640, 0.967], [-1.287, -2.239, 1.483], [0.958, -1.633, 1.278], [0.585, -1.203, 2.987], [0.356, 1.914, 0.587], [-0.149, 0.476, -0.112], [1.975, 0.926, -1.353], [2.495, -0.198, -0.021], [2.684, 1.522, 0.131], [-1.827, 0.799, -3.442], [-1.277, 0.175, -2.880], [-2.748, 0.429, -3.595], [-1.385, 0.974, -4.324]], "smiles": "CCOCC.N", "orbital_gap_ev": 10.5}

=====

4.
{"formula": "C6H14N2O2", "method": "the ωB97M-V functional and the def2-TZVPD basis", "elements": ["C", "N", "C", "C", "O", "H", "H", "H", "H", "H", "H", "H", "C", "N", "C", "C", "O", "H", "H", "H", "H", "H", "H", "H"], "xyz": [[-0.696, 1.990, -0.090], [-1.729, 1.096, -0.565], [-1.386, -0.003, -1.304], [-2.488, -0.987, -1.550], [-0.313, -0.068, -1.884], [-0.410, 1.893, 0.964], [0.208, 1.908, -0.681], [-1.069, 3.018, -0.139], [-2.589, 1.112, -0.047], [-2.242, -1.614, -2.374], [-2.466, -1.771, -0.777], [-3.464, -0.521, -1.585], [0.087, -1.083, 1.850], [1.026, -0.947, 0.747], [2.263, -0.419, 0.987], [2.937, 0.177, -0.219], [2.757, -0.437, 2.099], [0.051, -2.123, 2.191], [0.434, -0.477, 2.682], [-0.923, -0.838, 1.524], [0.676, -0.874, -0.196], [3.887, -0.309, -0.416], [2.364, 0.038, -1.139], [3.084, 1.239, -0.076]], "smiles": "CNC(C)=O.CNC(C)=O", "orbital_gap_ev": 10.0}

=====

5.
{"formula": "C33H44FMgN3SSbSi", "method": "the ωB97M-V functional and the def2-TZVPD basis", "elements": ["Mg", "C", "N", "C", "C", "C", "N", "C", "C", "H", "H", "H", "H", "H", "H", "H", "H", "H", "H", "H", "H", "H", "H", "H", "H", "C", "Si", "C", "C", "N", "C", "C", "C", "C", "C", "C", "F", "H", "H", "H", "H", "H", "H", "H", "H", "H", "H", "H", "H", "H", "S", "Sb", "C", "C", "C", "C", "C", "C", "C", "C", "C", "C", "C", "C", "C", "C", "C", "C", "C", "C", "H", "H", "H", "H", "H", "H", "H", "H", "H", "H", "H", "H", "H", "H", "H"], "xyz": [[-1.819, 0.013, 0.331], [-2.461, -2.458, 2.202], [-2.184, -1.016, 2.323], [-0.987, -0.857, 3.163], [-3.338, -0.329, 2.927], [-3.246, 1.172, 2.701], [-3.118, 1.486, 1.269], [-2.588, 2.850, 1.106], [-4.429, 1.424, 0.598], [-2.540, -2.927, 3.189], [-1.654, -2.935, 1.645], [-3.393, -2.618, 1.665], [-1.136, -1.312, 4.150], [-0.733, 0.194, 3.303], [-0.152, -1.352, 2.672], [-3.405, -0.534, 4.002], [-4.244, -0.720, 2.465], [-2.359, 1.555, 3.209], [-4.118, 1.674, 3.137], [-3.263, 3.591, 1.548], [-2.476, 3.061, 0.045], [-1.611, 2.936, 1.584], [-5.084, 2.226, 0.955], [-4.916, 0.470, 0.787], [-4.286, 1.531, -0.477], [0.198, 1.282, -3.620], [-0.799, 1.960, -2.168], [0.439, 2.289, -0.750], [-1.585, 3.605, -2.681], [-1.914, 0.821, -1.514], [-2.775, 0.086, -2.288], [-3.061, 0.282, -3.656], [-3.921, -0.548, -4.352], [-4.559, -1.617, -3.734], [-4.334, -1.834, -2.383], [-3.479, -0.987, -1.729], [-3.270, -1.196, -0.340], [1.147, 1.816, -3.718], [-0.332, 1.371, -4.570], [0.423, 0.226, -3.465], [0.511, 3.346, -0.485], [1.434, 1.962, -1.065], [0.188, 1.736, 0.163], [-0.834, 4.396, -2.757], [-2.348, 3.941, -1.976], [-2.066, 3.522, -3.658], [-2.594, 1.115, -4.166], [-4.104, -0.358, -5.402], [-5.216, -2.273, -4.286], [-4.812, -2.644, -1.847], [0.096, -1.597, -0.167], [2.229, -0.855, 0.215], [3.209, -2.619, 0.890], [4.201, -2.584, 1.863], [4.767, -3.769, 2.309], [4.352, -4.981, 1.777], [3.374, -5.011, 0.792], [2.795, -3.832, 0.349], [2.526, 0.524, 1.821], [2.365, 0.010, 3.105], [2.612, 0.818, 4.204], [3.027, 2.130, 4.021], [3.173, 2.643, 2.740], [2.919, 1.842, 1.634], [3.132, -0.268, -1.621], [4.037, 0.779, -1.735], [4.563, 1.083, -2.983], [4.196, 0.339, -4.096], [3.310, -0.722, -3.967], [2.768, -1.024, -2.727], [4.544, -1.638, 2.265], [5.534, -3.744, 3.072], [4.796, -5.904, 2.126], [3.057, -5.955, 0.369], [2.014, -3.856, -0.401], [2.063, -1.020, 3.252], [2.486, 0.417, 5.201], [3.243, 2.753, 4.879], [3.487, 3.667, 2.594], [3.015, 2.262, 0.641], [4.353, 1.345, -0.868], [5.264, 1.901, -3.084], [4.604, 0.591, -5.065], [3.033, -1.309, -4.832], [2.058, -1.837, -2.625]], "orbital_gap_ev": 7.3, "total_charge": 1}

=====

6.
{"formula": "C6H10", "method": "the ωB97M-V functional and the def2-TZVPD basis", "elements": ["C", "C", "C", "C", "C", "C", "H", "H", "H", "H", "H", "H", "H", "H", "H", "H"], "xyz": [[-1.902, -0.545, -1.045], [-0.665, -0.254, -0.243], [0.095, -1.129, 0.430], [1.365, -0.527, 0.924], [1.124, 0.999, 0.785], [-0.098, 1.146, -0.174], [-1.770, -0.216, -2.086], [-2.126, -1.616, -1.054], [-2.778, -0.011, -0.658], [-0.125, -2.188, 0.502], [2.207, -1.019, 1.375], [2.411, -0.973, 0.142], [0.918, 1.558, 1.713], [2.033, 1.402, 0.359], [0.162, 1.518, -1.178], [-0.850, 1.856, 0.208]], "orbital_gap_ev": 9.1}

=====

7.
{"formula": "C20H18CdIN6O3Se", "method": "the ωB97M-V functional and the def2-TZVPD basis", "elements": ["Cd", "Se", "C", "N", "C", "C", "N", "C", "C", "C", "O", "C", "C", "C", "C", "N", "C", "H", "H", "H", "H", "H", "H", "H", "H", "H", "H", "H", "H", "H", "H", "I", "C", "C", "C", "C", "C", "C", "C", "O", "O", "H", "H", "H", "H", "N", "C", "N", "C", "N"], "xyz": [[0.025, -0.090, -1.089], [-2.350, -1.101, -1.482], [-1.775, -2.348, -2.695], [-1.438, -3.147, -3.459], [-1.241, -4.154, 4.989], [-1.735, -4.940, 3.782], [-1.245, -4.390, 2.519], [-2.241, -3.792, 1.633], [-2.811, -2.486, 2.166], [0.038, -4.691, 2.189], [0.723, -5.441, 2.873], [0.632, -4.071, 0.960], [1.492, -4.824, 0.169], [2.080, -4.238, -0.936], [1.797, -2.910, -1.216], [0.999, -2.179, -0.442], [0.438, -2.743, 0.625], [-1.627, -4.594, 5.910], [-1.568, -3.115, 4.935], [-0.153, -4.177, 5.026], [-2.825, -4.926, 3.738], [-1.411, -5.979, 3.859], [-3.051, -4.519, 1.506], [-1.811, -3.637, 0.647], [-3.289, -2.630, 3.137], [-3.557, -2.105, 1.468], [-2.036, -1.727, 2.276], [1.688, -5.854, 0.438], [2.742, -4.795, -1.583], [2.207, -2.407, -2.083], [-0.174, -2.085, 1.230], [0.283, 5.801, 5.761], [0.228, 4.435, 4.172], [-0.004, 4.896, 2.885], [-0.042, 3.986, 1.840], [0.149, 2.631, 2.079], [0.384, 2.188, 3.374], [0.425, 3.087, 4.429], [0.094, 1.651, 0.941], [0.253, 0.427, 1.196], [-0.115, 2.088, -0.218], [-0.153, 5.951, 2.699], [-0.220, 4.312, 0.824], [0.536, 1.130, 3.540], [0.609, 2.742, 5.437], [5.814, 0.988, -3.504], [4.698, 0.788, -3.743], [3.453, 0.555, -4.125], [2.522, 0.374, -3.266], [1.619, 0.148, -2.563]], "orbital_gap_ev": 8.0, "total_charge": -1}

=====

8.
{"formula": "C3H3ClS", "method": "the ωB97M-V functional and the def2-TZVPD basis", "elements": ["C", "C", "C", "S", "Cl", "H", "H", "H"], "xyz": [[3.071, 0.687, -0.129], [0.288, -1.000, -0.076], [-0.970, -1.060, 0.028], [1.845, -0.765, 0.183], [4.571, 0.027, -0.040], [2.921, 1.056, -1.043], [-1.668, -1.787, -0.437], [-1.543, -0.569, 0.833]], "orbital_gap_ev": [7.4, 6.9]}

=====

Q: Which electronic energy values were calculated for the entries above? A: -183784.2795; -9373.0591; -7895.6034; -13524.9951; -72816.6718; -6381.5704; -114131.3145; -26511.7931, in eV.